Record 1
ORCA calculation (wB97M-V/def2-TZVPD) on C15H10CuF6N5O6S5 as an isolated structure.

## Properties
Orbital gap (alpha / beta)   0.27525 / 0.26873 Ha
Energy relative to the best compared isomer or geometry (same formula, charge and spin)   0.00 kJ/mol
Net charge   -1
LUMO level (alpha / beta)   2.07 / 1.97 eV
2S+1   2

```
48
C15H10CuF6N5O6S5 wB97M-V/def2-TZVPD
Cu -0.348 -0.851 -0.461
O -3.132 1.878 0.382
C -2.609 0.941 -0.191
O -1.400 0.573 0.045
C -3.421 0.152 -1.210
C -4.803 0.184 -1.078
C -5.628 -0.544 -1.894
C -5.100 -1.238 -2.956
C -3.730 -1.284 -3.123
C -2.877 -0.630 -2.256
S -1.138 -0.966 -2.511
H -5.222 0.775 -0.309
H -6.680 -0.479 -1.741
H -5.764 -1.772 -3.643
H -3.279 -1.919 -3.890
N -1.491 -0.017 2.752
C -0.646 -1.008 2.669
N -0.060 -1.447 1.594
C 0.737 -2.538 1.819
C 0.736 -3.003 3.078
S -0.250 -1.983 4.075
C 1.529 -2.902 0.682
C 2.611 -3.706 0.616
S 3.301 -3.612 -0.983
C 2.066 -2.501 -1.445
N 1.207 -2.252 -0.499
N 2.032 -2.086 -2.719
H -1.557 0.602 1.949
H -1.654 0.383 3.633
H 1.170 -3.902 3.447
H 3.064 -4.354 1.337
H 2.912 -1.847 -3.183
H 1.364 -1.318 -2.808
F 4.335 3.453 -1.628
C 3.657 2.292 -1.519
F 4.291 1.387 -2.324
F 2.463 2.514 -2.054
S 3.511 1.587 0.177
O 2.690 0.429 -0.091
O 4.871 1.382 0.605
N 2.887 2.688 1.048
S 1.339 2.944 1.331
O 0.630 3.532 0.230
O 0.692 1.983 2.190
C 1.640 4.340 2.488
F 2.336 4.005 3.571
F 2.268 5.360 1.908
F 0.450 4.777 2.890
```

Record 2
ORCA calculation (wB97M-V/def2-TZVPD) on C27H58O4P2SiV as an isolated structure.

## Properties
Orbital gap (alpha / beta)   0.20940 / 0.25505 Ha
LUMO level (alpha / beta)   0.25 / 0.19 eV
2S+1   4

```
93
C27H58O4P2SiV wB97M-V/def2-TZVPD
P 2.668 4.105 0.435
P 4.367 1.400 -1.224
C 4.548 3.935 0.091
C 4.999 3.124 -1.137
H 5.006 3.531 1.013
H 4.890 4.985 -0.005
H 4.751 3.640 -2.079
H 6.094 2.997 -1.122
C 5.600 0.557 -0.171
H 5.302 -0.487 -0.043
H 5.682 1.031 0.810
H 6.545 0.628 -0.717
C 4.873 0.890 -2.886
H 5.963 0.742 -2.880
H 4.593 1.644 -3.633
H 4.377 -0.058 -3.127
C 2.798 5.133 1.966
H 1.794 5.332 2.380
H 3.264 6.100 1.682
H 3.419 4.652 2.746
C 2.313 5.444 -0.741
H 2.638 5.145 -1.743
H 2.840 6.331 -0.385
H 1.236 5.649 -0.749
V -0.442 0.908 0.041
C 2.002 -0.135 -1.321
C 2.140 -0.310 0.034
C 2.431 0.826 0.984
C 1.279 1.492 1.811
C 0.543 2.564 1.044
C 0.938 3.164 -0.244
C 1.347 2.381 -1.525
C 1.002 0.907 -1.879
C -2.207 2.038 -0.096
H 2.516 -0.797 -2.043
H 1.985 -1.294 0.518
H 2.915 1.669 0.424
H 3.204 0.480 1.695
H 0.580 0.719 2.215
H 1.733 1.954 2.718
H -0.169 3.169 1.634
H 0.335 4.054 -0.514
H 2.469 2.442 -1.553
H 1.093 3.003 -2.408
H -0.118 0.626 -1.802
H 1.130 0.877 -2.978
H -2.770 1.859 -1.021
H -2.023 3.096 0.140
H -2.686 1.494 0.742
C -0.415 -3.326 -2.379
C -1.926 -3.261 -2.152
C -2.514 -2.061 -2.884
C -2.592 -4.533 -2.656
O -2.200 -3.203 -0.703
Si -2.198 -1.847 0.251
O -0.951 -0.897 -0.004
O -3.631 -1.068 -0.059
C -4.974 -1.518 0.311
C -5.919 -0.336 0.078
C -5.354 -2.719 -0.544
C -4.994 -1.903 1.781
O -2.222 -2.346 1.813
C -1.358 -2.844 2.870
C 0.069 -2.335 2.686
C -1.942 -2.364 4.195
C -1.366 -4.369 2.851
H -0.203 -3.446 -3.457
H -0.009 -4.195 -1.845
H 0.073 -2.406 -2.025
H -2.356 -2.203 -3.965
H -3.598 -1.986 -2.720
H -2.035 -1.110 -2.600
H -2.189 -5.405 -2.126
H -3.680 -4.487 -2.514
H -2.368 -4.620 -3.729
H -5.864 0.010 -0.963
H -6.955 -0.644 0.298
H -5.653 0.499 0.742
H -4.634 -3.541 -0.427
H -6.342 -3.082 -0.232
H -5.418 -2.446 -1.603
H -4.360 -2.774 1.983
H -4.661 -1.067 2.404
H -6.016 -2.164 2.090
H 0.098 -1.237 2.692
H 0.705 -2.690 3.516
H 0.494 -2.701 1.743
H -2.969 -2.727 4.320
H -1.331 -2.772 5.014
H -1.937 -1.265 4.259
H -2.386 -4.753 2.987
H -0.954 -4.766 1.914
H -0.754 -4.727 3.695
```

Record 3
ORCA calculation (wB97M-V/def2-TZVPD) on C4H6N2 as an isolated structure.

## Properties
Orbital gap   0.39269 Ha
Energy relative to the best compared isomer or geometry (same formula, charge and spin)   228.50 kJ/mol
LUMO level   0.76 eV
2S+1   1

```
12
C4H6N2 wB97M-V/def2-TZVPD
C -2.043 -0.227 0.051
C -0.552 -0.244 0.411
C 0.171 0.990 -0.028
C 1.318 0.000 -0.369
H -0.631 -0.524 1.546
H -0.264 1.417 -0.849
H 0.251 1.709 0.788
H 1.859 0.058 -1.326
H 2.168 -0.189 0.321
H 0.562 -1.872 0.226
N -3.086 -0.017 -0.457
N 0.246 -1.101 -0.313
```

Record 4
ORCA calculation (wB97M-V/def2-TZVPD) on C12H21Cl6FO9 as an isolated structure.

## Properties
Orbital gap   0.33543 Ha
Energy relative to the best compared isomer or geometry (same formula, charge and spin)   975.08 kJ/mol
LUMO level   0.01 eV
2S+1   1

```
49
C12H21Cl6FO9 wB97M-V/def2-TZVPD
C 4.202 -6.806 14.181
O 2.781 -6.500 14.236
C 1.886 -7.388 14.026
O 2.021 -8.555 13.743
O 0.683 -6.770 14.071
C -0.537 -7.422 13.858
H 4.380 -7.508 14.995
H 4.768 -5.893 14.365
H 4.464 -7.266 13.228
H -0.683 -7.627 12.798
H -1.334 -6.776 14.227
H -0.477 -8.353 14.421
C 2.183 -3.571 14.054
O 2.226 -3.519 15.503
C 3.370 -3.354 16.122
O 4.433 -3.130 15.576
O 3.150 -3.374 17.455
C 4.275 -3.071 18.285
H 2.336 -2.588 13.609
H 1.268 -3.921 13.576
H 2.857 -4.371 13.748
H 5.028 -3.858 18.311
H 3.894 -2.853 19.283
H 4.795 -2.139 18.063
C 0.248 -11.527 13.284
C 0.078 -10.191 12.579
O -0.945 -9.577 13.383
C -0.880 -10.048 14.634
O -1.413 -9.576 15.643
O -0.022 -11.117 14.622
F -0.387 -10.370 11.346
H 1.288 -11.850 13.237
H -0.366 -12.326 12.867
H 0.990 -9.610 12.448
C 3.314 -10.458 14.649
Cl 2.269 -11.492 15.823
Cl 2.814 -10.666 12.946
H 3.239 -9.408 14.932
H 4.387 -10.613 14.756
C 6.417 -6.685 11.079
Cl 5.152 -6.214 12.234
Cl 7.927 -6.235 11.839
H 6.412 -7.765 10.932
H 6.233 -5.994 10.257
C 2.809 -7.762 11.139
Cl 2.984 -5.949 11.440
Cl 1.207 -8.279 11.422
H 3.167 -8.090 10.163
H 3.462 -8.290 11.833
```